Entry 1:
Formula: C23H35GaN6SSb
Source: OMol25
Level of theory: wB97M-V/def2-TZVPD

Summary:
- Net charge: +3
- LUMO energy: -9.47 eV
- Frontier orbital gap: 0.28416 hartree
- Highest occupied orbital energy: -17.204 eV
- Energy relative to the best compared isomer or geometry (same formula, charge and spin): 0.148 eV

Each line ends with the Löwdin charge.
Atoms and positions in Å:
Ga -0.195 0.104 0.278  0.593
S 3.362 -5.872 3.047  1.159
N 1.793 -5.608 2.843  -0.179
C 1.674 -4.426 2.261  -0.296
C 0.436 -3.788 1.873  -0.044
C -0.828 -4.376 2.010  0.086
C -1.942 -3.685 1.582  0.030
C -1.780 -2.407 1.061  -0.084
N -0.584 -1.837 0.934  0.024
C 0.518 -2.523 1.297  -0.131
C 1.792 -1.911 0.975  -0.129
N 1.750 -0.753 0.277  0.053
C 2.903 -0.234 -0.151  -0.074
C 4.140 -0.796 0.140  0.025
C 4.193 -1.947 0.896  0.084
C 2.993 -2.537 1.308  -0.046
C 2.922 -3.801 2.010  -0.296
N 3.955 -4.524 2.411  -0.180
H -0.900 -5.369 2.438  0.148
H -2.930 -4.118 1.651  0.137
H -2.629 -1.820 0.747  0.075
H 2.858 0.640 -0.779  0.113
H 5.040 -0.333 -0.239  0.139
H 5.132 -2.420 1.155  0.149
N 0.740 2.049 -0.311  -0.011
C 0.648 2.920 0.881  -0.194
C 1.149 2.117 2.058  -0.166
N 0.275 0.920 2.202  0.044
H 1.706 2.005 -0.615  0.089
H 0.236 2.460 -1.092  0.064
H -0.400 3.186 1.033  0.105
H 1.214 3.844 0.769  0.149
H 1.158 2.724 2.961  0.147
H 2.167 1.776 1.870  0.128
H -0.553 1.173 2.740  0.113
H 0.756 0.217 2.761  0.127
C -3.767 -0.762 -2.761  -0.120
C -4.047 -0.485 -1.291  -0.508
C -5.477 -0.060 -0.993  -0.105
Sb -2.638 1.078 -0.619  1.582
C -3.243 1.782 1.367  -0.536
C -4.459 2.699 1.302  -0.105
C -3.452 0.560 2.257  -0.133
C -2.699 2.759 -2.072  -0.484
C -4.166 3.043 -2.358  -0.110
C -1.950 3.974 -1.552  -0.117
H -4.386 -1.602 -3.083  0.104
H -2.727 -1.033 -2.948  0.076
H -4.028 0.087 -3.394  0.079
H -3.780 -1.346 -0.682  0.056
H -5.782 0.820 -1.556  0.075
H -5.657 0.117 0.066  0.063
H -6.140 -0.875 -1.298  0.108
H -2.373 2.349 1.710  0.058
H -5.332 2.198 0.884  0.078
H -4.266 3.603 0.726  0.068
H -4.724 3.013 2.315  0.104
H -4.306 -0.036 1.930  0.084
H -3.663 0.882 3.280  0.106
H -2.571 -0.088 2.291  0.035
H -2.212 2.332 -2.949  0.095
H -4.697 3.436 -1.492  0.080
H -4.700 2.180 -2.749  0.059
H -4.203 3.809 -3.137  0.111
H -2.313 4.307 -0.578  0.083
H -2.116 4.801 -2.247  0.110
H -0.871 3.828 -1.507  0.051

Entry 2:
Formula: C23H35N3O3
Source: OMol25
Level of theory: wB97M-V/def2-TZVPD

Summary:
- Net charge: 0
- LUMO energy: 0.61 eV
- Frontier orbital gap: 0.30133 hartree
- Highest occupied orbital energy: -7.587 eV
- Energy relative to the best compared isomer or geometry (same formula, charge and spin): 25.970 eV

Each line ends with the Löwdin charge.
Atoms and positions in Å:
C 4.387 0.170 -2.395  -0.145
C 5.074 -0.221 -1.229  -0.232
O 4.650 -1.581 -0.720  0.000
C 3.622 -1.635 -0.073  -0.352
C 2.845 -0.508 0.204  0.007
C 1.820 -0.834 1.151  -0.050
C 1.525 -2.080 1.540  -0.191
C 2.156 -3.302 0.897  -0.019
C 3.329 -3.053 0.183  0.035
H 3.929 -3.736 -0.080  0.034
H 1.937 -4.460 1.327  0.170
C 0.136 -2.658 2.137  -0.082
N -1.109 -2.523 1.231  -0.171
C -0.958 -3.636 0.354  -0.144
C -2.331 -3.931 -0.391  -0.183
N -2.805 -2.640 -0.619  0.033
C -2.639 -1.304 -0.175  -0.578
O -3.125 -0.412 -0.570  0.181
C -1.879 -1.483 1.031  -0.309
C -2.534 -0.937 2.354  0.022
H -2.204 -1.447 3.042  0.010
C -2.362 0.509 2.612  -0.583
O -1.843 0.984 3.453  0.206
N -3.136 1.282 1.758  0.031
C -3.409 2.526 1.415  -0.335
C -2.885 3.304 0.258  -0.172
C -1.244 3.361 0.045  -0.175
C -0.913 3.190 -1.312  -0.494
C -0.778 2.023 -2.011  -0.287
C 0.477 1.385 -1.804  -0.252
H 0.339 0.327 -1.232  0.138
H 0.894 0.970 -2.946  0.181
C 1.340 2.363 -1.170  -0.309
H 2.428 2.487 -1.691  0.162
H 1.495 2.259 -0.161  0.075
C 0.572 3.545 -1.347  -0.234
H 0.786 4.014 -2.621  0.193
H 1.022 4.534 -0.505  0.197
H -1.046 2.117 -3.122  0.156
H -1.608 1.235 -1.611  0.157
H -1.460 4.224 -1.699  0.205
H -0.637 3.919 0.939  0.165
H -0.848 2.239 0.492  0.162
H -3.189 2.852 -0.595  0.067
H -3.046 4.232 0.082  0.040
H -4.464 3.161 1.743  0.167
H -2.717 3.247 2.425  0.186
H -3.642 1.015 0.772  0.198
H -3.709 -1.299 2.034  0.215
H -0.868 -0.726 0.826  0.201
H -3.628 -2.746 -1.494  0.238
H -2.281 -4.640 -1.138  0.076
H -3.130 -4.390 0.489  0.171
H -0.461 -4.357 0.734  0.035
H -0.357 -3.025 -0.418  0.157
H 0.219 -3.463 3.001  0.157
H -0.078 -1.683 2.849  0.142
H 1.229 -0.099 1.549  0.082
H 3.072 0.321 0.251  -0.040
H 5.102 0.622 -0.177  0.222
H 6.201 -0.341 -1.613  0.151
H 3.334 0.244 -2.153  0.045
H 4.472 -0.614 -3.319  0.150
H 4.930 1.100 -2.787  0.117